No. 1
C41H57HfN2O8P3SSi as an isolated structure at a distorted geometry. Source: the OMol25 dataset; level of theory: wB97M-V/def2-TZVPD.

The spin multiplicity is 1. Its energy relative to the best compared isomer or geometry (same formula, charge and spin) is 2.666 eV. The value obtained for the molar mass is 1037.5 g mol⁻¹. Its total charge is 0. The HOMO energy comes out at -0.2789 Ha.

Last column: Löwdin charge in e.
CARTESIAN COORDINATES (ANGSTROEM)
Hf -1.047956 0.347424 0.509773  1.30
C -1.205783 4.966537 -2.449089  -0.10
C -1.156973 3.478878 -2.114117  -0.51
C -0.532130 2.664611 -3.249055  -0.11
P -0.368352 2.952953 -0.494223  1.07
C -0.570204 4.420037 0.627154  -0.53
C -2.052072 4.563282 0.981680  -0.11
C 0.286436 4.219083 1.880945  -0.10
C 1.450021 3.016877 -0.811476  -0.37
C 2.022890 4.203737 -1.273160  -0.10
C 3.379160 4.293741 -1.534138  -0.07
C 4.190294 3.184635 -1.339726  -0.07
C 3.632765 2.009551 -0.865276  -0.09
C 2.268878 1.900776 -0.577572  -0.28
Si 1.551259 0.288700 0.170982  0.57
C 2.560673 -1.198030 -0.524392  -0.32
C 3.873225 -1.406193 -0.091625  -0.12
C 4.636058 -2.458980 -0.572549  -0.08
C 4.091747 -3.330024 -1.506258  -0.08
C 2.785931 -3.151895 -1.935764  -0.09
C 2.007159 -2.105790 -1.442801  -0.40
P 0.289520 -1.732987 -1.983658  1.09
C 0.657175 -1.420581 -3.793475  -0.52
C -0.626534 -1.074362 -4.553936  -0.10
C 1.690347 -0.293029 -3.895256  -0.10
C -0.630594 -3.374746 -1.978750  -0.53
C -0.306898 -4.426397 -3.036315  -0.10
C -2.133777 -3.057253 -1.977851  -0.12
C 2.146204 0.203352 1.988927  -0.32
C 3.015481 1.108902 2.590149  -0.09
C 3.319082 1.025628 3.941616  -0.07
C 2.750214 0.024758 4.713084  -0.07
C 1.894143 -0.900923 4.132297  -0.10
C 1.588587 -0.821732 2.776601  -0.37
P 0.529201 -2.012620 1.852085  1.14
C 1.673455 -3.508753 1.850664  -0.50
C 1.007384 -4.683591 1.129345  -0.10
C 2.216254 -3.945758 3.207379  -0.09
C -0.837439 -2.625369 3.014960  -0.44
C -2.134868 -2.559739 2.198697  -0.21
C -1.642366 -2.338628 5.233020  -0.07
H -1.821630 5.092328 -3.341562  0.09
H -0.218631 5.366235 -2.677061  0.07
H -1.655625 5.558319 -1.652469  0.06
H -2.193295 3.137446 -2.004923  0.09
H 0.498835 2.971655 -3.429749  0.08
H -1.101272 2.804481 -4.169936  0.09
H -0.543092 1.601384 -3.005148  0.04
H -0.226608 5.307724 0.092832  0.09
H -2.353722 3.745907 1.633122  0.04
H -2.691375 4.548823 0.095429  0.07
H -2.231571 5.501723 1.509640  0.09
H 0.086923 3.248612 2.338973  0.05
H 0.059603 4.992399 2.617234  0.09
H 1.349055 4.269641 1.641182  0.07
H 1.407520 5.080477 -1.422382  0.09
H 3.798890 5.226983 -1.887832  0.11
H 5.251730 3.243609 -1.546426  0.10
H 4.271179 1.146877 -0.711830  0.09
H 4.297854 -0.738412 0.651203  0.10
H 5.652456 -2.599131 -0.225227  0.10
H 4.685003 -4.143749 -1.905143  0.10
H 2.387524 -3.826344 -2.681608  0.09
H 1.096544 -2.329371 -4.214759  0.10
H -1.238286 -0.354939 -4.007144  0.05
H -1.237013 -1.961431 -4.731245  0.06
H -0.384439 -0.642308 -5.527753  0.08
H 1.382049 0.582700 -3.319902  0.05
H 1.809777 0.010906 -4.937483  0.08
H 2.663463 -0.609899 -3.520739  0.07
H -0.389544 -3.785287 -0.995607  0.05
H -0.396046 -4.022202 -4.045706  0.07
H -1.014332 -5.254448 -2.946840  0.08
H 0.691512 -4.840585 -2.910220  0.06
H -2.448066 -2.607612 -2.921151  0.07
H -2.385591 -2.354747 -1.180628  0.05
H -2.716164 -3.969284 -1.827524  0.08
H 3.457509 1.895540 1.987117  0.10
H 3.991831 1.744253 4.393611  0.10
H 2.968571 -0.039361 5.771790  0.10
H 1.448329 -1.659650 4.755968  0.10
H 2.518014 -3.177199 1.239588  0.08
H 0.066954 -4.978040 1.603640  0.07
H 1.667927 -5.552410 1.141837  0.08
H 0.813075 -4.434954 0.088106  0.04
H 1.421934 -4.182753 3.919394  0.08
H 2.862306 -3.187578 3.641109  0.07
H 2.810026 -4.850902 3.065133  0.08
H -0.665380 -3.667569 3.311387  0.11
H -2.442930 -0.606367 2.436743  0.00
H -2.995147 -2.869753 2.797350  0.13
H -2.046750 -3.234244 1.344562  0.12
H -1.455173 -1.682602 6.080648  0.10
H -1.317680 -3.355438 5.478015  0.10
H -2.716107 -2.349532 5.020727  0.09
O -0.891346 -1.816753 4.152739  -0.29
S -1.641190 0.854943 3.643305  0.92
O -2.386477 2.286712 3.563086  -0.44
O -0.686274 0.840165 2.325256  -0.77
O -2.377057 -1.255347 1.654379  -0.24
O -5.931481 1.366664 -2.646427  0.12
C -6.194595 1.661953 -1.376317  -0.50
O -7.295491 2.012994 -1.031171  0.10
C -5.081826 1.547547 -0.407041  -0.05
C -5.165033 1.869039 0.951538  -0.05
N -4.003199 1.663214 1.559794  -0.01
N -3.134623 1.201262 0.649772  -0.09
C -3.759710 1.121089 -0.548475  -0.17
C -2.951834 0.634272 -1.679358  -0.54
O -3.376620 0.589701 -2.825359  0.08
O -1.746008 0.271359 -1.340487  -0.30
H -5.001147 1.071052 -2.787087  0.06
H -6.014866 2.249249 1.494616  0.13
H -3.159743 2.174886 2.939997  -0.02

Cartesian forces, eV/Å:
0.7 -1.8 -0.4
0.0 -0.1 0.1
-0.1 -0.5 0.1
-0.1 0.0 0.1
0.6 0.4 0.2
-0.2 -0.4 0.2
0.1 0.0 -0.1
0.0 0.0 -0.1
-0.1 -0.1 0.0
0.0 0.1 0.0
0.0 0.0 0.0
0.0 0.0 0.0
0.1 0.0 0.0
-0.1 -0.3 0.0
1.5 0.3 -0.1
-0.2 0.2 -0.1
0.1 0.0 0.0
0.0 0.0 0.0
0.0 -0.1 0.0
0.0 -0.1 0.0
-0.1 0.1 0.1
0.5 -0.6 -0.2
-0.2 0.3 0.2
0.0 -0.1 0.0
0.0 -0.1 0.0
-0.1 0.3 0.0
0.0 0.1 0.1
0.1 0.0 0.0
-0.1 0.0 -0.1
0.0 0.0 -0.1
0.0 0.0 0.0
0.0 0.0 0.0
0.0 0.1 0.0
0.1 0.0 0.0
0.6 0.0 0.8
-0.2 -0.1 -0.5
0.1 0.1 0.0
-0.1 0.2 0.0
-0.2 0.3 -0.5
0.3 -0.2 -0.1
-0.1 0.0 0.0
0.0 0.0 0.0
0.0 0.0 0.0
0.0 0.0 0.0
0.0 0.0 0.0
0.0 0.0 0.0
0.0 0.0 0.0
0.0 0.0 -0.1
0.0 0.0 -0.1
0.0 0.0 0.0
0.0 0.0 0.0
0.0 0.0 0.0
0.0 0.0 0.0
0.0 0.0 0.0
0.0 0.0 0.0
0.0 0.0 0.0
0.0 0.0 0.0
0.0 0.0 0.0
0.0 0.0 0.0
0.0 0.0 0.0
0.0 0.0 0.0
0.0 0.0 0.0
0.0 0.0 0.0
0.0 0.0 0.0
0.0 0.0 0.0
0.0 0.0 0.0
0.0 0.0 0.0
0.0 0.0 0.0
0.0 0.0 0.0
0.0 0.0 0.0
-0.1 0.1 -0.1
0.0 0.0 0.0
0.0 0.0 0.0
0.0 0.0 -0.1
0.0 0.0 0.0
-0.1 0.0 0.0
0.0 0.0 0.0
0.0 0.0 0.0
0.0 0.0 0.0
0.0 0.0 0.0
0.0 -0.1 0.0
-0.1 0.0 0.0
0.0 0.0 0.0
0.0 0.0 0.0
0.1 -0.1 0.1
0.0 0.0 0.0
0.0 0.0 0.1
0.0 0.0 0.0
0.1 -0.1 -0.2
-0.5 -0.5 -0.2
0.0 0.1 0.0
-0.1 0.0 0.0
0.0 0.0 0.0
0.0 0.0 0.0
0.0 0.0 0.0
0.1 0.2 0.3
0.0 0.5 0.6
0.2 -0.2 0.2
-0.4 0.8 2.0
0.3 0.5 0.4
-0.1 0.0 -0.1
-0.1 0.0 0.0
0.1 0.0 0.0
0.3 -0.1 0.0
0.0 0.0 0.0
0.1 0.0 0.1
-0.3 0.4 -0.7
-0.3 0.2 0.3
-0.5 0.1 -0.5
0.1 0.0 0.1
-1.4 0.1 -1.7
0.1 0.0 0.1
0.0 0.0 0.0
-0.1 -0.1 -0.2

***

No. 2
C3H3O4Pr as an isolated structure at a distorted geometry. Source: the OMol25 dataset; level of theory: wB97M-V/def2-TZVPD.

The spin multiplicity is 4. Its energy relative to the best compared isomer or geometry (same formula, charge and spin) is 0.000 eV. The value obtained for the molar mass is 244.0 g mol⁻¹. Its total charge is +1. The HOMO energy (alpha / beta) comes out at -0.4073 / -0.4999 Ha. The expectation value of S² is 3.75.

Last column: Löwdin spin population.
CARTESIAN COORDINATES (ANGSTROEM)
O 1.677226 0.726716 -0.963429  -0.01
C 1.553775 -0.464969 -0.709345  0.00
C 0.563479 -0.919412 0.318607  0.00
O -0.067494 0.144822 0.916777  -0.01
Pr 0.715206 2.386469 0.661841  3.02
H 2.051644 -1.225426 -1.338549  0.00
H 1.115044 -1.594009 1.009181  0.00
H -0.143284 -1.593302 -0.213715  0.00
O -1.998880 1.838332 -0.229629  0.00
C -2.340604 0.756139 0.124167  0.00
O -3.126114 -0.055361 0.424097  0.00

Cartesian forces, eV/Å:
0.5 0.3 0.2
-0.9 -0.4 -0.6
0.2 -0.2 0.0
0.5 1.2 0.1
-1.0 -1.6 -0.3
0.2 0.2 0.3
-0.2 0.2 0.0
0.2 0.1 0.0
1.6 -0.8 0.3
-3.3 0.8 0.2
2.3 0.2 -0.4

***

No. 3
C17H35O5ReS4SbSi4 as an isolated structure at a distorted geometry. Source: the OMol25 dataset; level of theory: wB97M-V/def2-TZVPD.

The spin multiplicity is 2. Its energy relative to the best compared isomer or geometry (same formula, charge and spin) is 0.000 eV. The value obtained for the molar mass is 868.0 g mol⁻¹. Its total charge is -2. The HOMO energy (alpha / beta) comes out at -0.0825 / -0.0738 Ha. The expectation value of S² is 0.76.

Last column: Löwdin spin population.
CARTESIAN COORDINATES (ANGSTROEM)
Re 0.716049 -0.958415 -0.208256  0.79
O 1.776723 -0.148305 3.619317  0.00
C 1.986586 -0.511734 2.469847  0.00
O 1.580989 0.097009 1.432646  0.04
C 2.906881 -1.743228 2.258915  0.00
C 3.670367 -1.680626 0.923565  0.00
C 4.866421 -2.643763 0.987877  0.00
C 4.146481 -3.998666 0.860775  0.00
C 2.676629 -3.548677 0.731273  0.00
O 2.793410 -2.331944 0.017181  0.01
C 2.149897 -3.087578 2.104455  0.00
C 0.586854 -2.985016 2.128983  0.00
O -0.005161 -3.736580 2.892573  0.00
O 0.018292 -2.171101 1.350214  0.00
H 3.576450 -1.762082 3.125198  0.00
H 3.906595 -0.670716 0.572704  0.00
H 5.422843 -2.531139 1.920053  0.00
H 5.545586 -2.468611 0.151714  0.00
H 4.292639 -4.653947 1.719663  0.00
H 4.451797 -4.518447 -0.046337  0.00
H 2.034447 -4.251089 0.193522  0.00
H 2.416586 -3.801973 2.888308  0.00
S 3.654374 -3.371600 -3.155005  0.00
Sb 1.792654 -2.062712 -3.297212  0.00
S -0.059672 -2.558162 -1.722474  0.14
S 1.990116 0.003440 -1.932848  -0.04
S 1.006797 -1.777195 -5.412112  0.00
C -3.298668 -0.997156 -2.532351  0.00
Si -2.307840 0.646036 -2.430454  0.00
C -1.340702 0.874235 -4.071483  0.00
C -3.671055 2.010957 -2.471061  0.00
Si -0.957766 0.742706 -0.439864  0.03
Si 0.011113 2.944305 -0.334737  0.01
C 1.373864 3.315586 -1.629773  0.00
C -1.236355 4.392995 -0.571232  0.00
C 0.823925 3.312593 1.365295  0.00
Si -2.353068 0.545196 1.494511  0.00
C -1.515049 0.918903 3.173654  0.00
C -3.176219 -1.181003 1.566937  0.00
C -3.790689 1.818704 1.434887  0.00
H -3.604738 -1.248849 -3.543188  0.00
H -4.193229 -0.977389 -1.915784  0.00
H -2.669724 -1.805286 -2.175315  0.00
H -1.796555 0.328333 -4.893605  0.00
H -0.326786 0.494607 -3.969943  0.00
H -1.269411 1.920442 -4.358933  0.00
H -4.214622 2.000619 -3.410831  0.00
H -3.243851 2.999812 -2.358878  0.00
H -4.397885 1.884758 -1.676273  0.00
H 1.022334 3.144620 -2.641216  0.00
H 2.209083 2.640842 -1.474540  0.00
H 1.744078 4.336897 -1.564675  0.00
H -1.690536 4.371146 -1.554984  0.00
H -0.729496 5.347883 -0.462861  0.00
H -2.033183 4.355462 0.163457  0.00
H 1.241459 2.397712 1.772027  0.00
H 0.106126 3.693970 2.086747  0.00
H 1.634949 4.033409 1.283056  0.00
H -0.536532 0.453150 3.235131  0.00
H -2.100159 0.550816 4.015409  0.00
H -1.371608 1.988889 3.309691  0.00
H -2.400466 -1.940807 1.593889  0.00
H -3.783275 -1.367770 0.684089  0.00
H -3.805893 -1.319776 2.444306  0.00
H -3.411618 2.833789 1.397006  0.00
H -4.416650 1.736586 2.318246  0.00
H -4.424937 1.674936 0.569107  0.00

Cartesian forces, eV/Å:
0.5 -0.5 -1.4
0.0 0.0 0.2
0.9 -0.6 1.1
-0.5 0.2 -1.2
-0.2 0.5 0.0
0.9 0.6 0.5
0.0 0.2 -0.1
-0.2 -0.1 -0.1
-0.2 -1.1 0.3
-0.6 0.4 -0.3
-0.6 -0.1 0.0
1.3 -1.7 1.5
-0.1 0.0 0.0
0.3 1.8 -1.6
-0.1 0.0 -0.2
-0.2 -0.3 0.0
0.0 0.0 0.0
-0.1 0.0 0.0
0.0 0.0 0.0
0.0 0.0 0.0
0.0 0.2 0.0
-0.1 0.1 -0.1
-0.1 0.1 0.1
-0.2 -0.3 -0.1
0.7 0.3 -0.1
-0.6 -0.9 1.1
0.0 0.1 0.1
0.5 0.4 0.3
-0.7 -0.1 -0.6
0.0 -0.1 0.8
0.5 -0.3 0.2
-0.8 1.0 -0.1
0.4 0.9 0.3
-0.4 -0.5 0.3
0.2 -0.7 0.0
-0.2 -0.4 -0.4
-0.7 0.0 0.6
0.1 -0.2 -0.7
0.4 0.4 -0.1
0.4 -0.3 -0.2
0.0 0.1 -0.3
-0.2 0.1 0.2
0.1 -0.2 0.0
-0.1 -0.1 0.0
0.1 -0.1 -0.1
0.0 0.3 0.1
0.0 -0.2 -0.3
0.1 0.3 0.0
-0.1 -0.1 0.2
-0.1 -0.1 -0.3
0.2 -0.1 0.0
-0.1 0.2 0.2
-0.1 0.0 -0.3
0.2 0.1 0.1
-0.2 0.0 0.2
0.1 -0.2 0.1
-0.2 0.1 0.1
0.1 0.2 -0.2
0.2 -0.1 0.1
-0.3 -0.1 0.0
0.0 0.2 -0.1
0.1 -0.1 0.0
-0.1 0.0 -0.2
-0.1 0.2 0.2
0.1 0.3 0.0
-0.1 -0.1 0.3
-0.2 -0.1 -0.3

***

For each record above, in turn, the calculated DFT total energy values are -110692.9865; -25411.1241; -111961.8373 eV.